Molecular formula: C19H18N2O6S3
Method: DFT, wB97M-V/def2-TZVPD

Properties
* structure (SMILES): COc1cc(/C=C/C(=O)O)cc(S(=O)(=O)Nc2ccc3nc(SC)sc3c2)c1OC
* HOMO-LUMO gap: 7.606 eV
* E: -2490.327559 Eh
* maximum force: 1.220 eV/A
* relative energy (zero: lowest compared OMol25 entry of this formula, charge and spin): 1.2 kcal per mole
* E_HOMO: -7.958 eV

Cartesian coordinates (Å):
C  -1.8773  -3.4471  -0.8644
O  -1.0823  -2.2836  -0.8805
C  -1.6827  -1.0700  -0.7050
C  -3.0331  -0.9211  -0.4397
C  -3.6265  0.3305  -0.2329
C  -5.0351  0.4911  0.0496
C  -5.9707  -0.4669  0.1108
C  -7.3647  -0.1276  0.4114
O  -7.7944  0.9761  0.6393
O  -8.1538  -1.2185  0.4099
C  -2.8109  1.4584  -0.3063
C  -1.4703  1.3196  -0.5824
S  -0.4821  2.8162  -0.7293
O  -1.3556  3.9164  -0.4552
O  0.2575  2.8150  -1.9487
N  0.5615  2.7792  0.5804
C  1.7347  2.0437  0.7063
C  2.0573  1.4517  1.9344
C  3.2242  0.7394  2.1035
C  4.0907  0.5963  1.0257
N  5.2714  -0.0891  1.0296
C  5.8472  -0.0444  -0.1134
S  7.3585  -0.7993  -0.4725
C  7.7204  -1.5015  1.1615
S  5.0008  0.8630  -1.3822
C  3.7562  1.1995  -0.2082
C  2.5984  1.9311  -0.3768
C  -0.8629  0.0837  -0.7847
O  0.4646  0.1291  -0.9938
C  1.1712  -0.9632  -1.5532
H  -1.1885  -4.2672  -1.0603
H  -2.3500  -3.5983  0.1107
H  -2.6422  -3.4227  -1.6461
H  -3.6559  -1.7969  -0.3760
H  -5.3632  1.5080  0.2270
H  -5.7796  -1.5151  -0.0534
H  -9.0683  -0.9646  0.6083
H  -3.2011  2.4539  -0.1693
H  0.0511  2.9327  1.4360
H  1.3746  1.5644  2.7645
H  3.4739  0.2870  3.0496
H  8.6711  -2.0168  1.0749
H  6.9277  -2.1909  1.4316
H  7.7805  -0.6950  1.8845
H  2.3414  2.3850  -1.3178
H  0.6859  -1.3311  -2.4578
H  2.1517  -0.5621  -1.8044
H  1.2785  -1.7782  -0.8353

Forces on atoms 1 to 3 (eV/Å):
C -0.085 -0.174 0.011
O 0.126 0.434 0.047
C 0.037 -0.001 -0.021

Results of the Löwdin charge analysis, in e, for atoms 1 through 8: atom 1 (C): -0.0667, atom 2 (O): -0.1010, atom 3 (C): -0.1671, atom 4 (C): 0.0569, atom 5 (C): -0.1957, atom 6 (C): -0.0032, atom 7 (C): 0.0042, atom 8 (C): -0.5465